[1]
The following is a quantum chemistry calculation of a 4-piece molecular cluster, C18H33ClN6 overall at a distorted geometry, from the OMol25 dataset.

Values from the calculation:
Net charge: +2
Relative energy (zero: lowest compared OMol25 entry of this formula, charge and spin) in kcal per mole: 6.0
Highest occupied orbital energy in eV: -12.7828
Largest force on an atom in Eh/bohr: 0.0337
Lowest unoccupied orbital energy in eV: -4.35
Calculated total energy in hartree: -1493.9103

Structure (XYZ):
```
58
C18H33ClN6 ωB97M-V/def2-TZVPD
C 1.94 -1.89 0.76
C 0.71 -0.99 0.86
N 0.97 0.17 1.71
C 2.19 0.60 2.21
C 1.95 1.72 2.92
N 0.59 2.02 2.81
C 0.06 1.07 2.05
C -0.13 3.14 3.37
H 2.20 -2.34 1.72
H 2.81 -1.37 0.37
H 1.77 -2.75 0.11
H -0.10 -1.60 1.25
H 0.40 -0.67 -0.14
H 3.08 0.01 2.11
H 2.61 2.28 3.55
H -0.95 0.97 1.67
H -0.16 3.00 4.45
H -1.14 3.23 2.96
H 0.31 4.11 3.12
C 3.55 1.05 -2.41
C 2.32 1.68 -1.75
N 2.58 2.85 -0.92
C 1.67 3.48 -0.12
C 2.30 4.51 0.52
N 3.62 4.45 0.10
C 3.76 3.44 -0.74
C 4.77 5.28 0.49
H 4.25 0.70 -1.65
H 4.11 1.81 -2.95
H 3.27 0.23 -3.06
H 1.77 1.00 -1.11
H 1.62 1.98 -2.53
H 0.63 3.18 -0.19
H 1.94 5.28 1.17
H 4.70 3.15 -1.18
H 5.60 5.09 -0.18
H 5.03 5.08 1.52
H 4.49 6.33 0.47
C -4.39 -6.68 -0.64
C -3.43 -5.52 -0.62
N -4.04 -4.28 -1.08
C -4.90 -4.13 -2.13
C -5.06 -2.80 -2.38
N -4.32 -2.14 -1.41
C -3.71 -3.04 -0.67
C -4.13 -0.69 -1.25
H -5.34 -6.45 -0.15
H -3.97 -7.54 -0.12
H -4.53 -6.98 -1.68
H -2.55 -5.79 -1.21
H -3.05 -5.35 0.39
H -5.38 -4.99 -2.55
H -5.76 -2.30 -3.02
H -3.10 -2.85 0.20
H -3.22 -0.50 -0.69
H -4.98 -0.28 -0.71
H -4.00 -0.25 -2.23
Cl -1.23 1.29 -1.35
```

=====

[2]
The following is a quantum chemistry calculation of a 12-piece molecular cluster, C30H66O12 overall at a distorted geometry, from the OMol25 dataset.

Values from the calculation:
Net charge: 0
Relative energy (zero: lowest compared OMol25 entry of this formula, charge and spin) in kcal per mole: 0.0
Highest occupied orbital energy in eV: -8.8943
Largest force on an atom in Eh/bohr: 0.0274
SMILES: CC(C)=O.CC(C)=O.CC(C)=O.CC(C)=O.CC(C)=O.CC(C)=O.CC(C)=O.CC(C)=O.CC(C)=O.CO.CO.CO
Lowest unoccupied orbital energy in eV: 0.26
Calculated total energy in hartree: -2085.4898

Structure (XYZ):
```
108
C30H66O12 ωB97M-V/def2-TZVPD
C 0.06 5.70 1.07
C 1.35 5.21 1.69
O 2.31 5.93 1.83
C 1.38 3.79 2.19
H -0.43 4.89 0.55
H 0.26 6.53 0.38
H -0.60 6.14 1.82
H 2.03 3.21 1.53
H 0.38 3.36 2.19
H 1.82 3.73 3.18
C 2.28 -1.85 -3.71
C 2.41 -2.46 -2.34
O 1.88 -3.52 -2.11
C 3.12 -1.67 -1.28
H 1.84 -0.85 -3.76
H 1.58 -2.37 -4.36
H 3.27 -1.80 -4.18
H 2.49 -0.87 -0.89
H 3.99 -1.16 -1.70
H 3.34 -2.34 -0.45
C -3.59 -0.07 -2.10
C -4.97 -0.18 -1.52
O -5.21 0.00 -0.35
C -6.03 -0.62 -2.49
H -3.56 0.80 -2.76
H -3.37 -0.96 -2.70
H -2.78 0.01 -1.37
H -6.17 -1.70 -2.38
H -5.87 -0.43 -3.55
H -6.98 -0.16 -2.20
C 1.30 -3.72 4.26
C 0.89 -3.47 2.83
O -0.06 -4.03 2.34
C 1.71 -2.46 2.07
H 0.63 -4.47 4.69
H 1.17 -2.78 4.79
H 2.33 -4.07 4.33
H 1.25 -2.33 1.09
H 2.71 -2.89 1.95
H 1.78 -1.56 2.66
C -0.99 -2.43 -1.11
C -1.85 -3.46 -1.81
O -3.05 -3.48 -1.70
C -1.17 -4.34 -2.84
H -0.26 -1.98 -1.78
H -0.52 -2.95 -0.28
H -1.57 -1.60 -0.69
H -0.83 -3.69 -3.65
H -1.80 -5.13 -3.25
H -0.30 -4.83 -2.40
C -2.78 3.17 -0.44
C -3.03 3.08 1.04
O -2.12 3.19 1.84
C -4.43 2.80 1.49
H -1.71 3.03 -0.59
H -3.03 4.17 -0.83
H -3.40 2.47 -1.00
H -4.81 1.94 0.93
H -5.02 3.69 1.25
H -4.46 2.67 2.57
C 3.26 3.29 -1.26
C 3.33 2.16 -2.26
O 2.36 1.49 -2.56
C 4.67 1.84 -2.87
H 2.21 3.45 -1.04
H 3.69 4.17 -1.75
H 3.84 3.08 -0.37
H 4.56 1.23 -3.76
H 5.24 1.24 -2.15
H 5.23 2.75 -3.09
C 5.53 -0.07 1.26
C 4.37 -0.05 2.22
O 3.41 0.64 1.99
C 4.43 -0.92 3.43
H 5.68 -1.10 0.91
H 6.41 0.38 1.70
H 5.21 0.52 0.41
H 4.33 -1.98 3.18
H 3.76 -0.57 4.21
H 5.42 -0.84 3.90
C -3.66 -2.99 1.39
C -3.79 -1.88 2.41
O -4.42 -2.03 3.43
C -3.05 -0.60 2.17
H -4.41 -3.74 1.67
H -2.68 -3.45 1.42
H -3.90 -2.56 0.42
H -3.63 0.24 2.55
H -2.94 -0.33 1.11
H -2.06 -0.68 2.60
C 0.23 0.74 -0.01
O -0.10 0.75 -1.39
H 1.12 0.17 0.25
H 0.52 1.75 0.31
H -0.58 0.40 0.63
H 0.70 1.03 -1.87
C -0.05 1.07 3.56
O -0.18 -0.28 4.00
H 1.02 1.24 3.50
H -0.57 1.26 2.61
H -0.48 1.81 4.24
H -1.09 -0.43 4.26
C -0.97 -0.27 -4.61
O -0.38 -0.97 -5.70
H -1.50 -0.94 -3.93
H -0.21 0.21 -4.00
H -1.61 0.52 -5.01
H -1.05 -1.54 -6.09
```

=====

[3]
The following is a quantum chemistry calculation of C23H30F6N3O7S5Ti as an isolated structure at a distorted geometry, from the OMol25 dataset.

Values from the calculation:
Net charge: 0
⟨S²⟩: 0.782
Relative energy (zero: lowest compared OMol25 entry of this formula, charge and spin) in kcal per mole: 36.3
Highest occupied orbital energy (spin up / spin down) in eV: -5.2633 / -7.6009
Largest force on an atom in Eh/bohr: 0.0518
2S+1: 2
Lowest unoccupied orbital energy (spin up / spin down) in eV: 0.07 / -0.15
Calculated total energy in hartree: -5024.8487

Structure (XYZ):
```
75
C23H30F6N3O7S5Ti ωB97M-V/def2-TZVPD
Ti 11.20 12.33 10.67
C 7.87 10.39 12.87
C 6.74 10.32 11.91
S 7.15 9.56 10.33
C 5.85 8.27 10.09
C 5.75 7.01 10.95
S 7.30 6.12 11.33
C 7.47 6.32 13.10
C 7.47 7.75 13.71
S 8.80 8.85 13.06
H 7.48 10.64 13.92
H 8.65 11.08 12.55
H 6.39 11.31 11.57
H 5.81 9.80 12.35
H 6.11 7.92 9.06
H 4.88 8.68 10.04
H 5.11 6.27 10.43
H 5.32 7.21 11.94
H 8.47 5.89 13.32
H 6.82 5.73 13.78
H 7.67 7.70 14.80
H 6.45 8.16 13.57
F 14.72 12.11 11.84
C 14.85 13.40 12.01
F 15.77 13.58 13.01
F 15.28 13.93 10.91
S 13.27 14.26 12.52
O 12.38 13.98 11.37
O 13.65 15.61 12.71
N 12.75 13.69 13.92
S 12.17 12.25 14.04
O 13.03 11.39 14.79
O 11.70 11.73 12.70
C 10.56 12.46 14.94
F 9.90 11.29 14.94
F 10.65 12.96 16.13
F 10.03 13.41 14.16
O 15.80 12.57 5.05
C 14.93 13.60 5.47
C 14.08 13.24 6.75
C 13.56 14.36 7.43
C 12.64 14.09 8.45
N 12.30 12.80 8.79
C 12.81 11.74 8.10
C 13.74 11.91 7.01
C 12.27 10.44 8.48
C 12.52 9.26 7.74
C 11.80 8.12 8.01
C 12.11 6.92 7.16
O 12.91 7.32 6.01
C 10.85 8.17 9.03
C 10.79 9.28 9.81
N 11.38 10.45 9.58
H 16.46 12.56 5.80
H 14.30 13.89 4.62
H 15.53 14.50 5.70
H 13.79 15.37 7.08
H 12.21 14.92 9.02
H 14.09 11.12 6.38
H 13.21 9.18 6.92
H 11.17 6.51 6.70
H 12.65 6.13 7.70
H 13.19 6.49 5.65
H 10.19 7.36 9.37
H 10.17 9.31 10.71
C 8.35 12.19 8.75
O 8.93 11.92 10.04
C 9.46 13.08 10.75
C 8.35 13.94 11.17
H 8.43 11.31 8.19
H 9.00 12.93 8.32
H 7.37 12.60 8.82
H 7.60 13.24 11.56
H 8.05 14.49 10.29
H 8.63 14.67 12.04
```

=====

[4]
The following is a quantum chemistry calculation of one molecule with the formula C19H19N7O at a distorted geometry, from the OMol25 dataset.

Values from the calculation:
Net charge: 0
Relative energy (zero: lowest compared OMol25 entry of this formula, charge and spin) in kcal per mole: 131.1
Highest occupied orbital energy in eV: -8.0740
Largest force on an atom in Eh/bohr: 0.0785
SMILES: CN1CCC(C2=C(C#N)[C@H](c3cccc4nonc34)c3c[nH]nc3N2)CC1
Lowest unoccupied orbital energy in eV: -0.80
Calculated total energy in hartree: -1193.8216

Structure (XYZ):
```
46
C19H19N7O ωB97M-V/def2-TZVPD
N 1.80 -2.43 0.49
C 1.01 -1.60 0.42
N -2.69 2.42 -0.42
N 2.35 1.05 -4.33
N 1.48 1.21 -2.22
O 2.35 1.81 -3.15
C -1.88 1.51 -0.10
C -2.48 1.02 -2.18
C -0.18 0.37 1.26
C 0.05 -0.56 0.23
C -1.69 0.59 -1.19
C 0.45 -2.00 -4.42
C -0.19 -1.85 -3.16
C 1.33 -1.03 -4.92
C 0.03 -0.73 -2.37
C 1.58 0.04 -4.08
C 0.99 0.19 -2.83
N -3.07 2.17 -1.70
N -1.22 1.34 1.10
N 2.17 1.73 4.62
C 3.00 2.06 5.79
C 2.86 1.04 3.55
C 0.77 1.32 4.91
C 1.99 1.03 2.27
C -0.08 1.23 3.66
C 0.59 0.39 2.55
C -0.76 -0.59 -1.07
H -2.55 0.57 -3.16
H 0.28 -2.95 -4.94
H -0.83 -2.61 -2.75
H 1.85 -1.18 -5.84
H -3.66 2.78 -2.27
H -1.22 2.15 1.70
H 2.93 1.24 6.53
H 4.01 2.25 5.52
H 2.59 2.96 6.24
H 3.13 0.00 3.83
H 3.80 1.49 3.24
H 0.73 0.38 5.46
H 0.36 2.09 5.59
H 2.55 0.49 1.53
H 1.78 2.03 1.84
H -0.24 2.25 3.30
H -1.07 0.80 3.88
H 0.75 -0.61 2.95
H -1.38 -1.51 -1.01
```

=====

[5]
The following is a quantum chemistry calculation of C13H17BrN2Ti as an isolated structure at a distorted geometry, from the OMol25 dataset.

Values from the calculation:
Net charge: +2
Relative energy (zero: lowest compared OMol25 entry of this formula, charge and spin) in kcal per mole: 9.0
Highest occupied orbital energy in eV: -16.7890
Largest force on an atom in Eh/bohr: 0.0371
Lowest unoccupied orbital energy in eV: -9.17
Calculated total energy in hartree: -4037.9929

Structure (XYZ):
```
34
C13H17BrN2Ti ωB97M-V/def2-TZVPD
C -3.86 0.25 1.52
C -4.13 1.52 0.68
H -3.56 -0.59 0.89
H -4.80 -0.03 2.02
H -3.10 0.40 2.30
H -3.66 1.56 -0.31
H -5.22 1.59 0.49
H -3.85 2.43 1.23
C 0.54 -2.48 1.36
C 1.17 -3.63 0.90
C 2.07 -3.55 -0.16
C 2.39 -2.32 -0.75
H -0.17 -2.47 2.20
H 0.95 -4.58 1.40
H 2.57 -4.44 -0.51
H 3.05 -2.23 -1.62
N 0.88 -1.27 0.82
C 1.84 -1.17 -0.18
C 2.14 0.18 -0.64
N 1.38 1.18 -0.05
C 1.46 2.46 -0.48
C 3.21 1.85 -2.01
C 2.40 2.82 -1.43
H 0.75 3.16 -0.04
H 2.47 3.86 -1.72
C 3.03 0.51 -1.66
H 3.52 -0.30 -2.19
H 3.92 2.11 -2.78
Ti -0.18 0.37 0.88
C -1.43 0.29 -0.64
H -1.05 0.67 -1.59
H -1.98 1.11 -0.12
H -2.09 -0.57 -0.78
Br -0.69 1.31 2.97
```

=====

[6]
The following is a quantum chemistry calculation of a 8-piece molecular cluster, C39H67IN11O6P2S overall at a distorted geometry, from the OMol25 dataset.

Values from the calculation:
Net charge: +1
Highest occupied orbital energy in eV: -7.6373
Largest force on an atom in Eh/bohr: 0.2497
Lowest unoccupied orbital energy in eV: -3.88
Calculated total energy in hartree: -3957.8512

Structure (XYZ):
```
127
C39H67IN11O6P2S ωB97M-V/def2-TZVPD
C -2.52 4.43 -2.03
C -2.82 3.32 -0.92
C -2.32 1.86 -1.25
I -4.15 0.61 -0.98
C -0.97 1.25 -0.72
C 0.15 1.37 -1.90
C 0.33 2.74 -2.63
O 1.78 2.83 -2.91
C -0.28 2.79 -4.12
N -0.44 4.21 -4.60
C -1.20 -0.36 -0.80
O 0.09 -1.04 -0.80
C 0.67 -0.96 0.52
C 0.08 -2.26 1.28
C 0.14 -3.61 0.44
C -0.10 -4.77 1.55
O -0.92 -3.75 -0.50
C -0.81 -4.87 -1.36
C 0.26 -4.79 -2.50
C 0.15 -5.83 -3.57
C 1.10 -5.91 -4.71
C 2.22 -4.93 -4.80
C 2.32 -3.86 -3.77
C 1.34 -3.81 -2.65
P 2.50 -1.42 0.22
C 3.14 -2.65 1.44
C 3.62 -0.04 -0.24
C 0.46 0.42 1.30
C 0.31 0.17 2.86
N 1.65 -0.40 3.29
N -0.43 1.50 0.66
S -1.88 1.58 1.74
P 0.47 3.03 0.87
O -0.22 4.28 0.46
O 0.93 3.31 2.48
O 1.93 3.04 0.05
H -2.62 3.96 -3.04
H -1.58 5.00 -1.85
H -3.36 5.19 -1.96
H -2.63 3.69 0.12
H -3.96 3.30 -0.96
H -2.25 1.82 -2.38
H -0.04 0.59 -2.70
H 1.15 1.11 -1.45
H 0.12 3.67 -2.04
H 1.83 3.62 -3.47
H -1.21 2.17 -4.25
H 0.49 2.35 -4.82
H -0.36 4.86 -3.82
H -1.41 4.24 -4.96
H -1.79 -0.76 0.05
H -1.60 -0.65 -1.82
H -1.02 -2.13 1.54
H 0.58 -2.48 2.26
H 1.14 -3.85 0.01
H -1.21 -4.72 1.79
H 0.10 -5.79 1.16
H 0.52 -4.61 2.49
H -1.81 -4.98 -1.87
H -0.65 -5.86 -0.84
H -0.66 -6.61 -3.56
H 1.01 -6.68 -5.50
H 2.96 -5.00 -5.63
H 3.16 -3.12 -3.82
H 1.45 -3.01 -1.88
H 3.08 -3.69 1.02
H 2.70 -2.65 2.47
H 4.25 -2.46 1.57
H 4.44 -0.44 -0.91
H 3.20 0.86 -0.75
H 4.17 0.34 0.69
H 1.51 0.86 1.26
H 0.25 1.09 3.50
H -0.52 -0.50 3.18
H 2.37 0.32 3.14
H 1.54 -0.58 4.29
H -2.32 0.29 1.93
H 1.91 3.23 2.55
H 2.15 3.97 -0.18
C -5.04 6.41 1.30
C -5.57 5.53 0.21
N -6.03 4.81 -0.64
H -5.85 6.69 1.98
H -4.27 5.88 1.86
H -4.60 7.31 0.87
C 7.93 -2.13 1.72
C 6.81 -2.37 0.78
N 5.94 -2.55 0.05
H 7.76 -2.68 2.65
H 8.87 -2.48 1.28
H 8.02 -1.07 1.94
C -0.68 5.83 4.07
C -1.74 6.85 4.32
N -2.55 7.63 4.51
H -1.07 4.84 4.30
H -0.38 5.86 3.02
H 0.18 6.03 4.69
C -2.08 -9.60 -4.60
C -0.63 -9.32 -4.77
N 0.49 -9.10 -4.90
H -2.37 -10.44 -5.23
H -2.29 -9.85 -3.56
H -2.67 -8.73 -4.88
C 9.05 -3.13 6.15
C 9.26 -2.21 5.00
N 9.42 -1.50 4.11
H 8.76 -2.55 7.03
H 8.25 -3.84 5.92
H 9.97 -3.67 6.36
C -6.60 9.33 -1.70
C -5.23 9.19 -1.16
N -4.16 9.07 -0.74
H -6.85 10.39 -1.79
H -6.66 8.87 -2.68
H -7.31 8.86 -1.03
C 1.52 -4.71 5.22
C 2.97 -4.43 5.05
N 4.11 -4.21 4.92
H 1.23 -5.55 4.60
H 1.31 -4.95 6.26
H 0.94 -3.83 4.93
C -8.61 1.66 -1.72
C -7.71 2.73 -1.22
N -6.97 3.57 -0.86
H -8.52 0.78 -1.09
H -9.64 2.01 -1.69
H -8.35 1.39 -2.75
```